41
Properties=species:S:1:pos:R:3 method="wB97M-V/def2-TZVPD" multiplicity=1 molar_mass_g_mol=687.93 e_lumo_ha=-0.154 total_charge=+1 homo_ev=-11.02
Ti 0.47 0.12 1.71
Se 1.80 -0.46 -0.29
Se 3.46 0.12 1.26
Se 2.85 -0.46 3.47
Se 0.83 0.55 4.09
C 3.27 3.72 -0.09
N 2.03 3.31 -0.75
C 1.76 3.47 -2.09
C 0.48 3.07 -2.27
N -0.02 2.68 -1.05
B -1.54 2.37 -0.78
N -1.85 0.83 -1.07
C -2.18 0.33 -2.31
C -2.59 -0.95 -2.15
N -2.50 -1.23 -0.80
C -2.96 -2.47 -0.18
C -2.06 -0.13 -0.17
S -1.87 -0.04 1.57
C 0.94 2.82 -0.14
S 0.91 2.45 1.57
H 3.93 4.15 -0.84
H 3.74 2.86 0.38
H 3.06 4.47 0.67
H 2.48 3.87 -2.78
H -0.12 3.07 -3.16
H -2.19 3.01 -1.58
H -1.80 2.60 0.36
H -2.12 0.93 -3.19
H -2.95 -1.67 -2.86
H -2.77 -3.29 -0.87
H -4.03 -2.42 0.03
H -2.41 -2.63 0.74
N -0.36 -4.98 0.36
N 0.17 -4.04 1.23
N 0.86 -4.38 2.30
C 1.10 -3.18 2.83
N 0.57 -2.20 2.10
N -0.05 -2.78 1.08
H 0.17 -5.83 0.53
H -0.18 -4.64 -0.58
H 1.66 -3.04 3.74



88
Properties=species:S:1:pos:R:3 method="wB97M-V/def2-TZVPD" multiplicity=3 molar_mass_g_mol=781.69 e_lumo_ha="0.091 / 0.089" total_charge=-1 homo_ev="-2.53 / -3.50"
Mo -0.71 0.11 0.75
O -0.53 -0.96 4.84
C -0.70 -0.85 3.62
N 0.02 -0.14 2.74
C 1.28 0.33 3.29
C 2.42 -0.62 3.01
C 3.71 -0.14 2.79
C 4.74 -1.04 2.62
C 4.47 -2.40 2.68
C 3.15 -2.78 2.90
N 2.15 -1.93 3.06
C -1.82 -1.65 3.00
C -2.67 -2.41 3.80
C -3.63 -3.19 3.19
C -3.72 -3.19 1.80
C -2.84 -2.40 1.08
N -1.92 -1.64 1.67
H 1.18 0.39 4.38
H 1.49 1.33 2.92
H 3.88 0.92 2.74
H 5.75 -0.69 2.43
H 5.24 -3.14 2.55
H 2.89 -3.84 2.94
H -2.53 -2.36 4.87
H -4.32 -3.78 3.78
H -4.45 -3.79 1.28
H -2.89 -2.34 0.01
C -0.26 -0.26 -3.81
N -0.56 -1.18 -2.74
C 0.07 -2.46 -2.96
C -1.98 -1.38 -2.54
C -2.81 -0.21 -2.05
N -2.59 0.24 -0.67
C -3.67 0.83 -0.12
C -3.68 1.15 1.26
F -2.51 0.96 1.96
C -4.74 1.67 1.97
F -4.59 1.89 3.28
C -5.93 1.97 1.34
C -5.95 1.75 -0.02
F -7.06 2.07 -0.71
C -4.88 1.24 -0.73
F -5.04 1.22 -2.08
H -0.68 -0.59 -4.78
H 0.82 -0.16 -3.92
H -0.65 0.74 -3.59
H -0.33 -2.98 -3.85
H -0.09 -3.10 -2.09
H 1.15 -2.34 -3.09
H -2.09 -2.23 -1.87
H -2.46 -1.69 -3.50
H -3.84 -0.58 -2.13
H -2.72 0.61 -2.76
H -6.78 2.36 1.88
N 0.71 -0.18 -0.26
C 1.65 0.21 -1.10
C 1.59 1.56 -1.52
C 0.33 2.34 -1.15
C 0.40 3.76 -1.67
C 1.47 4.29 -2.29
C 2.67 3.53 -2.51
C 2.68 2.21 -2.13
C 2.68 -0.78 -1.48
C 3.01 -1.80 -0.59
C 3.91 -2.79 -0.93
C 4.51 -2.80 -2.18
C 4.19 -1.79 -3.09
C 3.29 -0.80 -2.74
H -0.51 1.84 -1.66
H -0.48 4.37 -1.56
H 1.43 5.32 -2.63
H 3.54 3.99 -2.96
H 3.60 1.65 -2.26
H 2.53 -1.80 0.39
H 4.15 -3.57 -0.21
H 5.21 -3.58 -2.45
H 4.64 -1.79 -4.07
H 3.02 -0.04 -3.47
C 2.16 2.74 1.05
O 0.78 2.85 1.29
C -0.15 2.26 0.36
C -1.38 3.15 0.55
H 2.65 3.13 1.94
H 2.48 3.33 0.19
H 2.47 1.70 0.90
H -1.11 4.20 0.38
H -1.74 3.09 1.57
H -2.19 2.89 -0.14



48
Properties=species:S:1:pos:R:3 method="wB97M-V/def2-TZVPD" multiplicity=1 molar_mass_g_mol=289.28 e_lumo_ha=0.003 total_charge=0 homo_ev=-9.34
C 2.35 0.78 2.68
N 1.27 0.04 2.22
C 1.49 -1.43 2.02
C -0.18 0.52 2.49
O 2.12 1.99 2.82
H 3.31 0.35 2.78
H 2.52 -1.64 1.89
H 1.13 -1.71 1.06
H 1.08 -2.04 2.94
H 0.11 1.56 2.92
H -0.80 -0.05 3.26
H -0.54 0.58 1.38
H 1.48 -2.31 -0.76
H 2.55 -3.43 -1.44
O 1.95 -3.28 -0.70
H -0.79 -2.13 -0.24
H -0.43 -1.34 -1.56
O -0.16 -1.53 -0.72
H -1.83 -0.41 -3.66
H -0.67 -1.39 -3.67
O -1.39 -1.15 -3.09
H 1.39 3.26 1.72
H 2.38 3.29 0.57
O 1.47 3.24 0.79
H -2.11 -1.09 1.64
H -3.58 -1.00 1.69
O -2.83 -1.18 2.29
H -3.00 1.81 -0.93
H -1.73 1.64 -1.60
O -2.61 1.16 -1.56
H 0.46 -0.06 -0.71
H 0.63 1.30 0.25
O 0.76 0.92 -0.63
H 4.33 0.40 -0.08
H 2.96 0.95 -0.57
O 3.89 1.05 -0.66
H -1.10 3.52 -0.15
H 0.28 3.34 -0.68
O -0.64 3.25 -0.87
H -4.01 -1.03 -1.17
H -2.84 -0.27 -0.75
O -3.38 -0.93 -0.46
H -2.07 -3.76 0.25
H -2.74 -2.18 0.29
O -2.01 -2.85 0.47
H 1.28 1.22 -3.88
H -0.22 1.41 -3.87
O 0.48 0.60 -4.02



47
Properties=species:S:1:pos:R:3 method="wB97M-V/def2-TZVPD" multiplicity=1 molar_mass_g_mol=955.96 e_lumo_ha=-0.292 total_charge=+2 homo_ev=-14.51
Tc 0.32 -1.07 -0.69
C 1.80 -2.44 3.28
C 0.78 -1.79 2.38
C -0.11 -0.81 3.13
O 1.47 -1.13 1.27
C -0.05 -2.87 1.71
O -0.36 -3.89 2.26
O -0.36 -2.69 0.39
H 2.49 -1.68 3.66
H 2.38 -3.20 2.76
H 1.30 -2.91 4.13
H 0.52 -0.08 3.65
H -0.68 -1.35 3.89
H -0.81 -0.29 2.48
H 1.86 -0.31 1.60
F -5.93 1.17 -0.01
C -4.83 0.69 -0.55
C -3.67 0.63 0.21
F -3.64 1.05 1.46
C -2.54 0.11 -0.39
F -1.38 0.06 0.34
C -2.51 -0.34 -1.69
S -1.01 -0.97 -2.39
C -3.68 -0.26 -2.43
F -3.70 -0.68 -3.68
C -4.84 0.24 -1.86
F -5.95 0.31 -2.57
Se 0.16 -4.08 -2.51
Sb 3.45 -4.09 -0.65
Se -0.16 -4.59 -0.39
Se 1.87 -2.44 -2.14
Se 4.89 -2.55 0.30
N 3.29 1.89 -1.03
C 2.81 0.65 -0.98
N 1.48 0.64 -0.96
C 1.07 1.99 -1.04
C -0.18 2.58 -1.15
C -0.23 3.95 -1.25
C 0.93 4.74 -1.25
C 2.18 4.16 -1.18
C 2.22 2.78 -1.08
H 4.27 2.13 -1.06
H 3.44 -0.23 -0.93
H -1.09 1.99 -1.18
H -1.19 4.44 -1.33
H 0.84 5.81 -1.34
H 3.08 4.76 -1.21



12
Properties=species:S:1:pos:R:3 method="wB97M-V/def2-TZVPD" multiplicity=1 molar_mass_g_mol=73.09 e_lumo_ha=0.034 total_charge=0 smiles="CCC(N)=O" homo_ev=-9.79
C 0.72 0.35 1.42
C 0.69 0.05 -0.07
C -0.61 -0.63 -0.46
N -1.18 -0.18 -1.62
O -1.09 -1.54 0.18
H 0.57 -0.55 2.00
H 1.65 0.86 1.70
H -0.08 1.05 1.66
H 1.47 -0.66 -0.35
H 0.85 0.95 -0.65
H -0.88 0.71 -1.99
H -2.13 -0.42 -1.82



8
Properties=species:S:1:pos:R:3 method="wB97M-V/def2-TZVPD" multiplicity=1 molar_mass_g_mol=130.63 e_lumo_ha=-0.013 total_charge=0 homo_ev=-9.97
O -1.18 -1.00 1.26
O -0.68 -0.64 -1.36
Si 0.64 0.10 -1.19
S 0.24 -0.26 1.65
Cl -0.41 1.67 1.46
H -1.32 -1.06 0.36
H 2.05 -0.47 -1.16
H 0.67 1.66 -1.01